(1)
{"formula": "C13H32BeBrCaCl2CsO17P4S2", "method": "ωB97M-V/def2-TZVPD", "symbols": ["Cs", "Br", "Ca", "Cl", "Cl", "S", "S", "P", "P", "P", "P", "O", "O", "O", "O", "O", "O", "O", "O", "O", "O", "O", "O", "O", "O", "O", "O", "O", "C", "C", "C", "C", "C", "C", "C", "C", "C", "C", "C", "C", "C", "Be", "H", "H", "H", "H", "H", "H", "H", "H", "H", "H", "H", "H", "H", "H", "H", "H", "H", "H", "H", "H", "H", "H", "H", "H", "H", "H", "H", "H", "H", "H", "H", "H"], "coordinates": [[-3.30523, 1.23052, 7.31420], [6.35594, 5.45736, -6.29463], [0.66943, -4.04735, 1.03651], [2.53533, -6.69772, 0.07951], [1.64180, -9.48202, 0.14473], [-1.32547, -2.70813, 0.51596], [-8.73240, 3.55059, 5.13140], [-0.19439, 0.15828, 3.60069], [-0.00779, 0.49046, 0.47047], [4.05053, 1.94174, -0.64983], [-1.65826, 1.05046, 4.92887], [-0.10810, 0.45987, -1.14962], [-2.32582, -1.15279, 0.31857], [4.24088, 0.43490, -0.77418], [5.65960, 2.54902, -7.69102], [-0.35543, -2.92161, -0.62688], [1.19593, -0.18065, 0.88320], [-7.45685, 3.18424, 5.80302], [-3.19197, 0.74833, 4.42773], [0.09026, 2.00530, 0.92982], [-1.54374, 2.65505, 4.98873], [-1.52634, 0.54074, 6.32979], [4.32804, 2.35362, 0.78827], [5.00493, 2.64027, -1.60860], [2.07456, 0.48055, -3.22550], [-2.03581, -4.03270, 0.61342], [-0.18015, -2.13508, 2.02307], [2.61717, 2.33341, -0.99901], [5.86696, 2.65242, -6.46682], [1.83273, -8.04683, -0.85122], [2.80748, -1.37825, -4.56762], [-2.17792, -1.89683, 3.22369], [-10.03015, 2.56747, 5.88705], [6.76831, 1.46260, -6.01084], [-1.05424, -1.12622, 2.51650], [2.81380, -0.73912, -3.18375], [-1.84809, -2.88702, 4.03274], [-8.75785, 2.71230, 3.54396], [2.21184, -1.63581, -2.13060], [4.52202, 2.68563, -5.70453], [-1.54738, -0.29252, 1.19137], [-1.34857, 1.56019, -2.29253], [7.73079, 1.47262, -6.51950], [-9.72914, 2.85795, 3.07269], [3.37815, -2.30918, -4.57697], [3.23810, -0.69840, -5.30402], [-2.19628, 0.50750, 1.55492], [-10.15214, 2.90279, 6.91416], [3.83443, -0.49254, -2.89909], [2.74052, -2.59203, -2.04074], [0.68192, -0.53448, 4.44855], [-2.41823, -3.79461, 4.10015], [-3.19482, -1.57290, 3.07968], [-3.49811, 1.51090, 3.91808], [-0.74516, 2.95065, 4.53025], [-10.96167, 2.71738, 5.34233], [3.92593, 3.54664, -5.99363], [1.78394, -1.59396, -4.89009], [1.16935, 0.27032, -3.48150], [0.86292, -7.74269, -1.22381], [1.16157, -1.83851, -2.36363], [2.23428, -1.12769, -1.16604], [6.96223, 1.51004, -4.93728], [-7.98290, 3.14964, 2.91891], [4.69054, 2.74932, -4.62517], [-9.74884, 1.51466, 5.87607], [-0.74284, 2.45692, 0.73100], [-0.95070, -2.75615, 4.61791], [6.53013, 3.70398, -6.02208], [-8.55979, 1.64977, 3.68472], [3.93696, 1.79035, -5.89590], [2.49988, -8.27047, -1.67331], [6.26559, 0.52576, -6.22582], [0.67781, 0.99173, -1.44693]], "atomic_forces_ev_per_a": [[-6.339, 2.155, 4.747], [0.555, -1.945, 0.638], [0.766, 0.488, 0.290], [0.006, 0.326, 0.098], [0.004, 0.051, -0.022], [-4.663, -2.752, -2.934], [-0.137, 0.176, -0.070], [0.979, 1.055, -1.223], [0.505, -0.440, 0.009], [-0.494, -0.107, -0.227], [1.385, -2.121, -0.207], [-0.593, 0.975, -0.017], [0.051, 2.687, -0.202], [-0.225, -0.183, 0.409], [0.971, 1.389, -0.355], [0.383, 0.072, 0.193], [1.394, -0.901, 0.649], [0.187, -0.188, 0.043], [1.102, 1.036, 0.077], [-1.226, 0.215, -0.145], [-0.300, -0.589, -0.646], [4.609, -1.638, -3.125], [0.674, -0.075, 0.073], [-0.056, 0.518, 0.200], [0.086, 0.231, 0.016], [0.250, -0.157, -0.539], [4.037, 1.697, 4.614], [-0.151, -0.251, -0.319], [-3.666, -5.483, -2.002], [-0.281, -0.253, -0.095], [0.054, 0.055, -0.033], [-0.023, 1.272, -0.334], [-0.059, -0.124, 0.040], [1.573, 1.083, 1.276], [0.061, -0.820, -1.096], [-0.218, -0.310, -0.399], [-0.044, 0.008, 0.489], [0.013, -0.114, -0.068], [-0.263, -0.165, 0.346], [0.351, 1.414, 1.484], [-0.813, -1.147, 0.320], [-0.328, -0.018, 0.032], [-0.064, 0.023, -0.144], [-0.009, 0.034, 0.005], [-0.008, -0.011, -0.009], [0.056, 0.002, 0.022], [-0.276, 0.160, -0.070], [0.037, 0.059, 0.004], [-0.048, 0.301, 0.044], [0.050, 0.031, -0.100], [-0.599, -0.212, 0.435], [-0.766, 0.173, 0.947], [-0.369, -0.631, -1.044], [-0.390, -0.062, -0.240], [0.102, 0.280, -0.117], [0.001, 0.035, -0.012], [0.055, 0.044, -0.144], [-0.010, -0.075, 0.074], [0.012, -0.139, -0.242], [-0.030, 0.080, 0.059], [0.057, -0.111, -0.062], [0.121, -0.034, 0.016], [-0.022, -0.058, 0.020], [0.013, 0.061, 0.028], [-0.104, -0.001, 0.005], [0.052, 0.004, -0.024], [0.120, 0.491, -0.163], [0.857, -0.862, -0.585], [0.333, 3.540, -0.168], [0.005, 0.001, 0.055], [0.352, -0.210, -0.289], [0.152, 0.078, 0.058], [-0.383, 0.202, -0.195], [0.590, -0.316, -0.156]], "lowdin_charge": [1.397, 0.297, 1.475, 0.495, 0.542, 0.714, 0.807, 0.973, 0.402, -0.110, 0.221, -0.365, -0.333, -0.189, 0.023, -0.525, -0.255, -0.571, -0.259, -0.146, -0.180, -0.895, -0.164, -0.174, -0.084, -0.437, -0.578, -0.207, -0.695, -0.988, -0.054, -0.180, -0.270, -0.017, -0.721, -0.489, 0.007, -0.269, -0.080, -0.050, -0.388, 0.305, 0.082, 0.056, 0.076, 0.064, 0.101, 0.050, 0.122, 0.079, -0.034, 0.067, 0.111, 0.090, 0.088, 0.056, 0.071, 0.080, 0.055, 0.032, 0.066, 0.048, 0.083, 0.050, 0.082, 0.058, 0.071, 0.064, -0.047, 0.058, 0.078, 0.034, 0.085, 0.036], "charge": 0, "lumo_energy_ev": -2.0}

=====

(2)
{"formula": "C28H37F3N6O2PtS", "method": "ωB97M-V/def2-TZVPD", "symbols": ["Pt", "S", "F", "F", "F", "O", "O", "N", "N", "N", "N", "N", "N", "C", "C", "C", "C", "C", "C", "C", "C", "C", "C", "C", "C", "C", "C", "C", "C", "C", "C", "C", "C", "C", "C", "C", "C", "C", "C", "C", "C", "H", "H", "H", "H", "H", "H", "H", "H", "H", "H", "H", "H", "H", "H", "H", "H", "H", "H", "H", "H", "H", "H", "H", "H", "H", "H", "H", "H", "H", "H", "H", "H", "H", "H", "H", "H", "H"], "coordinates": [[0.69011, -0.55353, -1.10297], [1.37247, 0.39179, 1.85778], [-0.63815, -0.71261, -3.65656], [1.52987, -0.71264, -3.86373], [0.48288, 1.14275, -3.45477], [2.20191, -0.33993, 2.78600], [1.93053, 1.28959, 0.85902], [3.14186, -1.03214, -1.27326], [-0.34953, -2.45338, -0.80927], [-0.94830, 1.10896, -1.04319], [-2.78389, 2.50058, -0.44182], [0.59140, -0.77081, 0.94844], [5.74749, -0.93658, -1.15965], [-2.01728, -4.60325, -0.19298], [3.64106, 0.31889, -1.55067], [5.16503, -1.41617, 0.07978], [5.26783, -1.79556, -2.22438], [-1.79740, -3.96700, 2.22392], [-2.73669, 0.22762, 0.31023], [-2.44235, 3.56569, -1.39596], [-0.88640, 1.94493, 4.83774], [5.15834, 0.39407, -1.39813], [-1.22942, -3.11263, 3.15697], [-0.72057, -3.33542, -1.77807], [3.63781, -1.47160, 0.02743], [-1.47548, 3.03321, 4.18536], [0.50361, -0.18187, -3.10224], [-0.63737, -2.73008, 0.47971], [-4.05615, 2.69691, 0.26890], [-0.03384, 1.11219, 4.14598], [-0.30789, 2.47309, 2.16615], [-0.31535, -2.11023, 2.80750], [-1.23640, 3.27098, 2.83968], [-0.09804, -1.86137, 1.46594], [-1.50295, -3.81232, 0.85240], [-2.72758, 3.28045, -2.86285], [-2.08905, 1.32237, -0.45645], [-5.34846, 2.45409, -0.51160], [3.72840, -1.91939, -2.25908], [0.21207, 1.34519, 2.78757], [-1.58929, -4.37625, -1.49174], [-1.37923, 3.84578, -1.25482], [5.65638, 0.80961, -2.30602], [-1.95811, -4.96451, -2.29881], [5.48263, 1.03559, -0.55955], [5.76584, -2.77884, -2.10454], [3.16543, -0.87825, 0.82499], [3.26970, -2.52262, 0.11214], [-5.34205, 1.49654, -1.05769], [5.66204, -1.38506, -3.17956], [-1.09757, 1.77468, 5.88749], [-2.46734, -4.75171, 2.53748], [-3.01972, 4.42562, -1.02737], [-5.57024, 3.23811, -1.24849], [-4.02191, 2.10832, 1.19061], [-2.72653, -5.40266, 0.01771], [3.11903, 1.00988, -0.87110], [-1.50017, -3.23512, 4.20168], [-2.08973, 3.72089, 4.74363], [0.01494, 2.70021, 1.15380], [5.62968, -2.41319, 0.27853], [5.58363, -0.77788, 0.88172], [3.34037, -1.67746, -3.25784], [-0.58705, 1.95458, -1.48663], [0.49723, 0.32423, 4.67613], [-2.58947, 0.37437, 1.40910], [-2.35638, 4.13622, -3.44128], [-0.33318, -3.15371, -2.77338], [3.30794, 0.52967, -2.57973], [-1.74257, 4.06445, 2.29967], [-2.21664, 2.36629, -3.21337], [-6.19058, 2.38655, 0.19645], [-4.00443, 3.74596, 0.61598], [3.38181, -2.94226, -1.99861], [0.19499, -1.49467, 3.51558], [-3.81002, 3.16419, -3.06663], [-2.28267, -0.71757, 0.00777], [-3.82095, 0.21517, 0.11777]], "atomic_forces_ev_per_a": [[-0.110, 0.579, -0.968], [-0.614, -2.073, -1.210], [0.073, 0.174, -0.148], [-0.340, 0.158, -0.486], [-0.107, 0.117, -0.235], [0.224, 0.842, 0.409], [-0.184, -0.303, 1.016], [0.369, 0.268, 0.203], [-0.074, -1.943, -1.584], [-1.424, 1.034, 0.558], [-0.039, 0.230, -0.930], [0.323, 0.865, 1.693], [-0.875, 0.581, -0.234], [0.276, 0.052, -0.474], [-0.919, 0.735, -0.344], [1.586, -0.768, 1.091], [1.084, -0.768, -1.037], [0.172, 0.474, 0.523], [-0.162, -0.560, 0.675], [0.268, 0.232, 0.849], [-0.258, 0.581, -0.119], [1.443, 0.572, -0.309], [-0.280, -0.787, -0.109], [0.497, 1.773, 1.498], [-0.837, -0.803, 0.779], [-0.038, -0.250, -0.018], [0.662, -0.610, -0.038], [-0.922, -0.611, -0.064], [0.612, 0.344, 0.466], [0.313, -0.491, -0.236], [-0.590, -0.158, -0.229], [-0.460, -0.221, -0.845], [0.497, -0.266, -0.106], [0.863, 1.450, 0.263], [0.548, 0.615, -0.108], [-0.208, -0.212, -0.257], [0.177, 0.097, 0.050], [-0.267, -0.384, -0.100], [-0.311, -0.979, -0.624], [0.230, 0.646, 0.423], [-0.334, -0.181, 0.919], [-0.366, -0.151, -0.134], [-0.473, -0.217, 0.495], [-0.143, -0.476, -0.423], [-0.342, -0.181, -0.252], [-0.380, 0.321, -0.035], [0.498, -0.432, -0.507], [0.277, 0.681, 0.322], [0.190, 0.280, 0.191], [-0.336, -0.186, 0.444], [0.145, 0.024, -0.067], [-0.115, -0.070, 0.046], [0.222, -0.029, -0.430], [0.152, -0.123, 0.267], [-0.146, 0.004, -0.253], [0.156, 0.169, 0.014], [0.336, -0.200, -0.347], [0.127, -0.070, -0.072], [-0.277, -0.024, 0.072], [-0.242, -0.085, 0.105], [-0.556, 0.477, -0.137], [-0.605, -0.124, -0.196], [0.115, -0.077, 0.431], [0.028, -0.322, -0.115], [-0.170, 0.027, -0.252], [-0.017, -0.157, -0.763], [-0.114, -0.266, -0.031], [-0.183, 0.181, 0.058], [0.252, 0.175, 0.318], [0.205, 0.129, 0.204], [-0.148, 0.415, 0.163], [0.250, 0.213, -0.240], [-0.299, -0.380, -0.106], [0.303, 0.425, -0.256], [-0.034, 0.054, 0.461], [0.531, 0.070, 0.181], [-0.149, 0.093, 0.170], [0.443, -0.217, 0.072]], "lowdin_charge": [1.257, 0.628, -0.008, -0.027, -0.006, -0.304, -0.346, -0.242, -0.021, 0.059, -0.087, -0.270, -0.161, 0.004, -0.178, -0.169, -0.172, -0.052, 0.004, -0.218, -0.070, -0.152, -0.065, -0.079, -0.170, -0.074, -0.694, -0.187, -0.234, -0.061, -0.066, -0.019, -0.069, -0.271, -0.156, -0.067, -0.426, -0.076, -0.170, -0.266, -0.050, 0.119, 0.124, 0.098, 0.122, 0.120, 0.064, 0.132, 0.078, 0.123, 0.108, 0.103, 0.115, 0.071, 0.105, 0.121, 0.085, 0.106, 0.101, 0.104, 0.126, 0.125, 0.104, 0.052, 0.112, 0.108, 0.081, 0.111, 0.114, 0.103, 0.074, 0.080, 0.115, 0.126, 0.074, 0.074, 0.068, 0.082], "s2": 2.007, "charge": 0, "spin_multiplicity": 3, "lumo_energy_ev": [-0.2, -0.2]}